*1*
Entry from the OMol25 dataset: C5H7NOS in the gas phase (the ωB97M-V functional and the def2-TZVPD basis).

XYZ file:
```
15
Properties=species:S:1:pos:R:3:lowdin_charge:R:1
C -1.53743 -0.52840 -0.71271 -0.6109
H 2.22612 1.37088 -0.03057 0.1013
C 1.02660 -0.32104 -0.85275 -0.3382
C -0.26493 -0.07747 -0.09442 -0.5274
S -2.97876 0.22716 -0.81781 0.6894
H 0.05562 1.74203 0.90270 0.1445
H 0.69732 -0.90697 1.86149 0.1015
H -1.05188 -0.25755 2.06914 0.1045
O 1.30858 -1.27518 -1.48491 0.1547
C 1.41161 1.15305 -0.66870 -0.0803
C -0.33203 -0.80316 1.35850 -0.0078
H -0.68421 -1.84379 1.16052 0.0816
N 0.07292 1.34632 -0.08814 0.0113
H 1.60836 1.73273 -1.58285 0.1237
H -1.55790 -1.55862 -1.01949 0.0521
```

Summary:
Kohn-Sham gap ... 8.48 eV
HOMO level ... -8.71 eV
SMILES ... C[C@@]1(C=S)NCC1=O
2S+1 ... 1
E_LUMO ... -0.00869 hartree

***

*2*
Entry from the OMol25 dataset: C5H7NOS in the gas phase (the ωB97M-V functional and the def2-TZVPD basis).

XYZ file:
```
15
Properties=species:S:1:pos:R:3:lowdin_charge:R:1
H -1.98554 -0.12306 1.55166 0.1482
N 1.38496 -0.04993 0.16100 -0.2965
O 0.45112 -2.06905 -0.28648 0.1085
C -0.89305 -0.03639 -0.51158 -0.3315
C 1.00188 1.25785 -0.01627 -0.2044
H 3.43166 -0.58859 1.14823 -0.1628
C 0.32208 -0.90567 -0.30171 -0.4894
C -0.27864 1.33995 -0.23199 -0.0508
H -0.81988 2.23395 -0.48269 0.1034
H 1.64612 1.99293 0.15126 0.0660
S 3.19628 -0.33741 -0.13080 0.7961
H -2.87241 -0.29728 -0.35924 0.1381
C -1.92449 -0.62516 0.39264 -0.0708
H -1.10650 -0.02463 -1.54364 0.1338
H -1.55359 -1.76752 0.45960 0.1122
```

Summary:
Kohn-Sham gap ... 9.12 eV
HOMO level ... -8.74 eV
SMILES ... C[C@H]1C=CN(S)C1=O
2S+1 ... 1
E_LUMO ... 0.01407 hartree

***

Stability verdict: *1*, ahead by 13.9 kcal/mol

***

*1*
Entry from the OMol25 dataset: C5H7NOS in the gas phase (the ωB97M-V functional and the def2-TZVPD basis).

XYZ file:
```
15
Properties=species:S:1:pos:R:3:lowdin_charge:R:1
C 0.34912 -0.59964 -0.28486 -0.4999
H 0.19290 0.49781 1.67633 0.1594
H -3.09552 0.23392 -0.18870 0.0817
C 0.53618 0.58766 0.63221 -0.3071
S -1.21556 -1.35568 0.01339 0.9065
O -0.01402 1.68616 -0.00469 -0.0433
H 1.94935 -0.92578 1.28794 0.1208
H 3.47555 0.55708 0.06800 0.1082
C -1.98893 0.21452 -0.11112 -0.4137
H 0.43577 -0.20556 -1.30953 0.1233
C -1.33351 1.38447 -0.18094 -0.2208
N 2.90938 -0.21272 -0.40661 0.0255
H 2.60526 0.08662 -1.35183 0.0795
H -1.96037 2.28058 -0.29974 0.1266
C 1.70254 -0.39267 0.40923 -0.2468
```

Summary:
Kohn-Sham gap ... 8.96 eV
HOMO level ... -8.08 eV
SMILES ... N[C@H]1[C@H]2OC=CS[C@H]12
2S+1 ... 1
E_LUMO ... 0.03229 hartree

***

*2*
Entry from the OMol25 dataset: C5H7NOS in the gas phase (the ωB97M-V functional and the def2-TZVPD basis).

XYZ file:
```
15
Properties=species:S:1:pos:R:3:lowdin_charge:R:1
H 1.04506 -1.42330 -1.92802 0.0843
N -0.88781 0.34843 1.26640 0.0115
H -1.40455 1.84635 2.61189 0.0289
O -1.49611 -2.09293 0.96112 0.0446
H -1.46806 -0.27217 1.82522 0.1256
C -0.25804 -0.28657 0.21025 -0.2616
H -0.13769 -2.30518 -0.56008 0.1284
S -0.02123 2.98275 1.20167 0.6544
C 0.62878 0.28296 -0.65111 -0.0765
H 2.37580 -0.27911 -1.70683 0.0897
H 0.81986 1.33304 -0.50827 0.0296
C 1.27639 -0.31167 -1.81195 -0.0983
C -0.72567 -1.64301 0.12726 -0.1952
C -0.82592 1.68372 1.74876 -0.6480
H 1.07920 0.13670 -2.78632 0.0828
```

Summary:
Kohn-Sham gap ... 8.42 eV
HOMO level ... -8.69 eV
SMILES ... C/C=C(\C=O)NC=S
2S+1 ... 1
E_LUMO ... -0.01002 hartree

***

Stability verdict: *2*, ahead by 48.3 kcal/mol

***

*1*
Entry from the OMol25 dataset: C20H20N8Pd as an isolated structure (the ωB97M-V functional and the def2-TZVPD basis).

XYZ file:
```
49
Properties=species:S:1:pos:R:3:lowdin_charge:R:1
C -1.85218 -1.16436 -0.96639 -0.0997
N 1.27891 -0.00396 1.66488 0.0531
N -2.57870 -1.82953 -1.55639 0.1998
N 0.25434 1.40948 -1.05756 0.0745
H 2.09864 -5.01377 -2.06850 0.1140
C 2.38610 -0.65033 2.21021 -0.2206
C -1.55472 2.34630 0.34088 -0.1113
C 1.17610 1.86928 -1.98360 -0.2070
C 3.54298 -0.69826 4.36609 0.0078
C 4.44851 -1.57007 3.79678 -0.0516
N -0.02828 3.58083 -1.24860 0.1937
H -3.23099 -2.36859 -2.10167 0.1288
H -0.85226 1.92659 3.32809 0.1429
C 0.79059 0.76884 2.61067 -0.2997
N 0.82443 -2.52043 -0.35849 -0.0899
H -2.08655 0.94219 1.72937 0.1302
H 1.61998 5.07932 -3.10457 0.1241
H 3.28309 -1.76380 0.58958 0.1053
C 2.70191 3.33128 -3.74819 -0.0506
N -1.23200 1.30362 1.32581 -0.0857
H 1.05198 -2.52007 -2.43987 0.1115
H -0.42825 4.49707 -1.12399 0.1823
H 1.30745 1.15062 4.61733 0.1831
Pd -0.15697 -0.47022 0.06040 0.9703
C 2.89005 1.94770 -3.61258 -0.0561
H 5.26302 -1.95122 4.39702 0.1192
H -2.46399 2.05274 -0.18623 0.1375
C 1.71759 -4.34083 -1.32065 -0.0297
N 1.48593 0.65744 3.75678 0.1909
C 1.18763 -3.06233 -1.51800 -0.1396
H 1.94257 -5.38968 0.63993 0.1364
C 2.52184 -0.24009 3.54398 -0.1699
C 1.75579 4.01046 -3.00771 0.0079
H 3.63338 -0.37667 5.39515 0.1244
H 5.11059 -2.60349 2.03943 0.1163
C 1.64824 -4.54581 0.03844 -0.0552
H 3.64370 1.46231 -4.21746 0.1165
H -1.73631 3.31618 0.81228 0.1386
H 3.31211 3.88050 -4.45156 0.1191
H 0.13921 2.69389 2.09164 0.1435
H 2.28804 0.13257 -2.61294 0.1046
C -0.31898 1.74857 2.39278 -0.0901
C -0.43520 2.44899 -0.64435 -0.3085
N 1.10958 -3.43929 0.57750 -0.0059
C 4.35080 -1.95236 2.45073 -0.0565
C 3.33171 -1.50057 1.63774 -0.0314
C 2.13808 1.19787 -2.73373 -0.0086
C 0.99797 3.25308 -2.12394 -0.1659
H 0.95286 -3.25295 1.55266 0.1574
```

Summary:
Net charge ... +2
Kohn-Sham gap (alpha / beta) ... 9.18 / 6.17 eV
HOMO level (alpha / beta) ... -14.21 / -14.18 eV
<S²> ... 2.01
2S+1 ... 3
E_LUMO (alpha / beta) ... -0.18487 / -0.29460 hartree

***

*2*
Entry from the OMol25 dataset: C20H20N8Pd as an isolated structure (the ωB97M-V functional and the def2-TZVPD basis).

XYZ file:
```
49
Properties=species:S:1:pos:R:3:lowdin_charge:R:1
C -1.19124 2.12136 -2.52021 -0.1006
C 2.90627 1.45807 1.26095 -0.1659
H 3.28283 -1.74283 3.30551 0.1155
H -4.80038 0.74581 3.31730 0.1188
N 0.22471 1.69851 -2.52243 -0.0977
H -1.48321 -1.32194 1.54596 0.1024
H 3.22505 -2.10759 -4.25266 0.1255
N 1.56770 0.57949 -0.32584 0.0492
H 1.86080 -1.78814 1.27790 0.0940
H 1.91792 2.95935 -2.38907 0.1442
H -2.36014 -4.99675 -0.43956 0.1159
C 1.74734 1.85260 -0.58191 -0.2913
H 0.57898 3.44345 -1.36820 0.1391
H -2.35970 -2.29831 -0.88068 0.1114
N -0.27671 -2.49176 -0.85698 -0.1019
H 0.30625 -5.63116 -0.32808 0.1363
C -4.08866 0.66761 2.50732 -0.0509
H -4.82885 2.41460 1.49069 0.1239
Pd 0.23232 -0.47292 -1.60985 0.9589
H 4.42382 0.31177 4.00762 0.1190
C -1.51331 -4.34349 -0.54979 -0.0233
C -3.17271 1.44170 0.48491 -0.1676
C 3.69686 1.50501 2.40298 0.0106
C 1.72881 -1.29024 -2.93484 -0.0794
H -3.35166 3.04990 -0.92652 0.1825
H -1.29016 3.20709 -2.60060 0.1359
N 2.52515 -1.72531 -3.64036 0.1932
H 0.54581 1.67090 -3.48219 0.1233
H 1.52650 -3.45623 -0.70483 0.1500
C 3.16935 -0.85031 2.70598 -0.0572
N -2.88125 2.20586 -0.64084 0.1955
C -3.14750 -0.37573 2.52350 -0.0535
C -0.18198 -4.68528 -0.49305 -0.0509
H 4.18964 2.41248 2.72389 0.1246
C -1.85105 1.61929 -1.27372 -0.3048
C -2.21746 -0.52940 1.51755 -0.0203
C 3.81890 0.32783 3.11181 -0.0501
C -4.11619 1.60136 1.49353 0.0081
N 0.52549 -3.55887 -0.68565 -0.0023
C 2.38819 -0.88820 1.57042 -0.0152
N 2.54790 2.43209 0.33227 0.1927
N -1.45617 0.52241 -0.66810 0.0576
C 2.27215 0.29089 0.83953 -0.2059
C -2.25291 0.39251 0.47212 -0.2095
H 2.83410 3.39799 0.34378 0.1830
H -3.15220 -1.07003 3.35243 0.1162
H -1.67831 1.68471 -3.39443 0.1417
C 1.12808 2.57496 -1.74064 -0.0813
C -1.51918 -2.96510 -0.77693 -0.1397
```

Summary:
Net charge ... +2
Kohn-Sham gap (alpha / beta) ... 9.19 / 6.72 eV
HOMO level (alpha / beta) ... -14.21 / -14.20 eV
<S²> ... 2.01
2S+1 ... 3
E_LUMO (alpha / beta) ... -0.18417 / -0.27465 hartree

***

Stability verdict: *2*, ahead by 6.4 kcal/mol